(1)
{
  "formula": "C2",
  "method": "wB97M-V/def2-TZVPD",
  "e_homo_ev": -8.409,
  "multiplicity": 1,
  "total_energy_ev": -2058.5487,
  "orbital_gap_ev": 6.119,
  "total_charge": 0,
  "relative_energy_kj_mol": 596.6,
  "largest_force_ev_per_a": 5.16,
  "symbols": ["C", "C"],
  "xyz": [[0.000000, 0.000000, 1.206043], [0.000000, 0.000000, -1.206043]],
  "atomic_forces_ev_per_a": [[0.000, 0.000, -5.165], [0.000, 0.000, 5.165]]
}

***

(2)
{
  "formula": "C30H24BrFeI2N6O3",
  "method": "wB97M-V/def2-TZVPD",
  "e_homo_ev": [-4.443, -4.650],
  "multiplicity": 5,
  "total_energy_ev": -167216.6984,
  "orbital_gap_ev": [6.680, 6.886],
  "total_charge": -1,
  "largest_force_ev_per_a": 1.41,
  "symbols": ["Fe", "I", "C", "C", "C", "I", "C", "O", "C", "C", "N", "C", "C", "C", "C", "C", "C", "N", "C", "H", "H", "H", "H", "H", "H", "H", "H", "H", "H", "H", "Br", "C", "C", "C", "N", "C", "C", "H", "H", "H", "H", "N", "C", "C", "C", "C", "C", "C", "C", "H", "H", "H", "H", "C", "N", "C", "C", "C", "O", "N", "C", "O", "H", "H", "H", "H", "H"],
  "xyz": [[-0.289753, -0.330130, -0.203538], [-6.768156, 2.565258, 2.904648], [-5.226827, 1.663290, 1.811216], [-4.883488, 2.256968, 0.618279], [-3.878492, 1.691625, -0.147380], [-3.186969, 2.573759, -1.925376], [-3.250927, 0.490302, 0.213402], [-2.415682, -0.143084, -0.498108], [-3.561425, -0.004200, 1.517362], [-2.751902, -1.189393, 1.997277], [-1.298231, -0.925191, 1.945585], [-0.819428, 0.120740, 2.852719], [-0.454905, 1.421077, 2.171689], [-0.246311, 2.563768, 2.955459], [0.311928, 3.670136, 2.350791], [0.499056, 3.699812, 0.972195], [0.178028, 2.577675, 0.275154], [-0.255842, 1.456428, 0.872138], [-4.543603, 0.548353, 2.308395], [-5.381298, 3.177909, 0.291918], [-3.088429, -1.447673, 3.028542], [-2.914011, -2.036543, 1.335420], [-0.802951, -1.791720, 2.105802], [-1.543445, 0.355755, 3.654200], [0.103549, -0.232611, 3.337442], [-0.391695, 2.509920, 4.028042], [0.563591, 4.523646, 2.950817], [0.916290, 4.560523, 0.486687], [0.274750, 2.576262, -0.786401], [-4.776011, 0.148288, 3.296105], [5.843694, -1.558954, -4.163272], [4.260754, -1.545851, -3.109512], [3.196687, -2.374016, -3.399343], [2.080718, -2.274632, -2.576872], [2.031985, -1.478711, -1.510042], [3.058623, -0.667069, -1.270396], [4.169337, -0.632391, -2.102721], [3.229844, -3.055449, -4.234256], [1.170999, -2.872822, -2.743377], [2.969858, -0.028575, -0.411705], [5.001982, 0.029794, -1.876867], [-0.847446, 2.663941, -7.218195], [-0.651955, 2.089116, -6.235786], [-0.517264, 1.419107, -4.972337], [-1.474408, 0.477438, -4.563373], [-1.354010, -0.104105, -3.305721], [-0.337860, 0.230569, -2.368662], [0.570027, 1.185942, -2.836279], [0.518872, 1.758187, -4.103603], [-2.266505, 0.200431, -5.262730], [-2.121564, -0.804821, -2.995680], [1.390946, 1.486726, -2.186226], [1.290624, 2.483017, -4.383733], [1.560998, -4.384204, 2.187417], [1.888970, -2.962554, 2.170823], [2.772466, -2.380967, 3.037015], [3.052873, -1.073974, 2.976915], [2.397899, -0.245492, 1.934219], [2.688469, 0.941765, 1.753499], [1.428559, -0.861625, 1.194699], [1.181571, -2.166635, 1.297818], [0.309341, -2.690693, 0.582020], [2.267583, -4.891052, 2.836870], [1.592602, -4.771248, 1.168818], [0.539808, -4.534764, 2.554505], [3.211378, -3.038535, 3.767394], [3.776136, -0.617840, 3.648198]],
  "atomic_forces_ev_per_a": [[-0.528, -0.786, -1.022], [-0.063, -0.067, 0.191], [-0.241, -0.017, 0.587], [0.065, 0.483, -0.488], [-0.072, 0.365, -0.468], [-0.319, 0.089, 0.281], [0.120, -0.407, 0.800], [0.315, -0.134, -0.689], [0.209, -0.466, 0.477], [0.017, 0.448, 0.167], [-0.282, 0.495, 0.532], [-0.139, -0.206, 0.129], [-0.127, 0.639, 0.598], [0.512, -0.371, -0.267], [-0.401, 0.051, 0.134], [0.083, 0.138, 0.883], [-0.274, -0.241, 0.299], [0.027, 0.292, -0.471], [-0.205, 0.487, -0.252], [0.247, -0.457, 0.105], [0.209, 0.024, -0.451], [-0.076, -0.165, -0.044], [-0.264, 0.110, -0.021], [0.132, -0.153, -0.206], [-0.270, 0.094, 0.000], [-0.084, 0.095, -0.053], [0.094, 0.324, 0.175], [0.038, 0.223, -0.189], [-0.038, -0.322, -0.544], [0.063, 0.042, -0.254], [-0.098, -0.149, -0.050], [0.048, 0.017, -0.709], [-0.229, -0.163, -0.050], [-0.298, -0.164, 0.281], [0.086, 0.068, -0.098], [-0.227, -0.455, -0.782], [0.648, 0.525, 1.134], [-0.044, -0.083, -0.043], [0.540, 0.241, -0.063], [0.087, 0.306, 0.167], [-0.215, -0.043, -0.087], [0.229, -0.252, 0.228], [-0.308, 0.203, -0.209], [0.039, 0.062, 0.110], [0.423, -0.233, -0.005], [0.141, 0.051, 0.247], [-0.221, -0.073, 0.106], [0.258, -0.211, -0.229], [0.254, 0.270, 0.191], [0.118, 0.083, 0.320], [-0.019, -0.007, -0.019], [0.065, 0.031, -0.131], [-0.390, -0.184, -0.099], [-0.221, 0.341, 0.029], [-0.019, -0.410, 0.260], [-0.014, 0.049, -0.027], [0.063, 0.459, -0.210], [0.175, 0.265, 0.390], [0.038, -0.438, 0.152], [0.191, 0.242, 0.179], [-0.036, -0.250, -1.053], [-0.102, -0.287, 0.099], [0.071, -0.112, -0.018], [0.124, -0.043, 0.129], [0.161, -0.019, -0.003], [0.153, -0.172, 0.105], [-0.218, -0.075, -0.179]]
}